Record 1
This record from the OMol25 dataset describes a molecular structure, C34H40N4O3P2Pd at a distorted geometry. The level of theory is ωB97M-V/def2-TZVPD.

The geometry in XYZ format:
```
84
Properties=species:S:1:pos:R:3:lowdin_charge:R:1
Pd 1.53 -0.91 -2.24 0.280
C -1.69 2.92 1.03 0.089
C -0.55 2.18 1.10 0.109
C -0.45 0.70 1.32 -0.152
C -0.86 -0.14 0.10 -0.206
C -2.19 0.10 -0.49 -0.115
C -3.25 0.46 0.20 -0.073
C -3.26 1.02 1.59 -0.168
C -2.88 2.50 1.79 -0.123
C 1.13 1.27 -2.64 -0.085
H -1.85 3.50 0.13 0.140
H 0.43 2.59 0.96 0.148
H -1.03 0.35 2.18 0.117
H 0.61 0.45 1.50 0.076
H -0.08 -0.03 -0.68 0.024
H -0.85 -1.20 0.41 0.122
H -2.29 -0.20 -1.53 0.104
H -4.31 0.28 -0.14 0.138
H -2.67 0.40 2.26 0.101
H -4.27 0.90 1.99 0.132
H -3.71 3.11 1.45 0.118
H -2.79 2.78 2.86 0.160
H 0.48 1.39 -1.77 -0.048
H 0.57 1.15 -3.61 0.015
H 1.66 2.26 -2.77 0.022
P 0.81 -2.97 -1.76 0.950
P 2.70 -1.72 1.13 1.101
N -0.77 -3.93 -1.72 -0.153
N 1.50 -3.97 -3.02 -0.274
N 1.89 -2.47 2.57 -0.269
N 4.35 -1.73 1.95 -0.257
C 1.46 -3.77 -0.27 -0.416
C 2.85 -3.25 0.13 -0.402
C -1.95 -3.42 -2.22 -0.014
C -2.94 -4.39 -2.17 0.027
C -2.37 -5.57 -1.59 0.030
C -1.02 -5.26 -1.35 0.005
C 2.00 -3.43 -4.19 -0.152
C 2.57 -4.45 -4.94 -0.057
C 2.49 -5.66 -4.18 -0.036
C 1.75 -5.36 -3.02 -0.115
C 1.14 -1.67 3.43 -0.165
C 0.59 -2.47 4.41 -0.079
C 0.93 -3.83 4.10 -0.071
C 1.79 -3.80 3.01 -0.146
C 4.91 -2.50 2.98 -0.127
C 6.30 -2.38 2.92 -0.072
C 6.60 -1.50 1.83 -0.090
C 5.40 -1.08 1.29 -0.180
H 1.50 -4.86 -0.38 0.074
H 0.72 -3.57 0.52 0.070
H 3.44 -4.02 0.67 0.098
H 3.43 -2.96 -0.77 0.076
H -1.98 -2.39 -2.56 0.122
H -3.98 -4.28 -2.49 0.132
H -2.86 -6.51 -1.37 0.135
H -0.26 -5.91 -0.93 0.127
H 1.94 -2.37 -4.34 0.075
H 3.02 -4.34 -5.92 0.108
H 2.93 -6.62 -4.41 0.107
H 1.41 -6.00 -2.22 0.081
H 1.07 -0.62 3.26 0.074
H 0.04 -2.12 5.24 0.091
H 0.61 -4.73 4.59 0.101
H 2.31 -4.61 2.48 0.113
H 4.28 -3.03 3.68 0.097
H 7.01 -2.87 3.56 0.099
H 7.59 -1.24 1.48 0.100
H 5.17 -0.38 0.50 0.092
O -4.70 7.24 0.98 0.077
C -4.05 8.12 0.32 -0.279
C -4.48 9.47 0.25 0.050
C -3.76 10.41 -0.45 -0.032
C -2.58 10.07 -1.12 0.003
C -2.10 8.76 -1.07 0.022
C -2.81 7.78 -0.39 -0.026
C -2.32 6.37 -0.39 -0.477
O -1.22 6.06 -0.82 0.080
O -3.18 5.48 0.13 0.056
H -3.96 6.05 0.57 0.077
H -5.41 9.71 0.75 0.134
H -4.12 11.43 -0.47 0.120
H -2.02 10.81 -1.68 0.125
H -1.17 8.44 -1.54 0.134
```

Calculated values
- Gap between HOMO and LUMO (alpha / beta): 5.72 / 2.92 eV
- Multiplicity: 5
- E_LUMO (alpha / beta): -0.2302 / -0.3329 Ha
- Highest occupied orbital energy (alpha / beta): -11.98 / -11.98 eV
- E_tot: -70043.6325 eV
- Charge: +2



Record 2
This record from the OMol25 dataset describes a molecular structure, C34H40N4Y at a distorted geometry. The level of theory is ωB97M-V/def2-TZVPD.

The geometry in XYZ format:
```
79
Properties=species:S:1:pos:R:3:lowdin_charge:R:1
Y 0.49 -0.22 0.80 1.431
N 1.11 -2.89 2.84 0.056
N 1.03 -2.15 -0.78 -0.178
C 1.53 2.14 0.18 -0.293
C 2.63 1.28 0.50 -0.297
C 2.51 0.89 1.87 -0.316
C 3.35 -0.12 2.57 -0.067
H 4.09 -0.56 1.89 0.068
H 2.76 -0.95 3.00 0.054
H 3.90 0.36 3.39 0.080
C 1.34 1.52 2.41 -0.317
C 0.78 1.23 3.75 -0.058
H 1.19 1.90 4.52 0.079
H 1.02 0.20 4.07 0.072
H -0.31 1.34 3.77 0.066
C 0.74 2.29 1.36 -0.302
C -0.55 3.04 1.43 -0.054
H -1.27 2.52 2.07 0.061
H -0.99 3.15 0.43 0.068
H -0.41 4.05 1.84 0.079
C 3.69 0.84 -0.45 -0.057
H 4.59 1.46 -0.33 0.080
H 3.37 0.92 -1.49 0.055
H 3.99 -0.21 -0.28 0.069
C 1.29 2.77 -1.14 -0.044
H 0.21 2.90 -1.33 0.066
H 1.69 2.16 -1.95 0.062
H 1.75 3.77 -1.21 0.084
C 0.45 -3.50 3.83 -0.185
H 0.90 -3.47 4.83 0.098
C -0.78 -4.14 3.64 -0.126
H -1.25 -4.64 4.50 0.084
C -1.36 -4.13 2.37 -0.099
H -2.35 -4.58 2.22 0.104
C -0.68 -3.53 1.32 -0.049
H -1.13 -3.42 0.34 0.102
C 0.62 -2.97 1.56 -0.338
C 1.47 -2.37 0.55 -0.253
H 2.51 -2.11 0.77 0.095
C 0.70 -0.90 -1.31 -0.221
C 1.00 -3.11 -1.79 -0.062
H 1.21 -4.15 -1.57 0.114
C 0.73 -2.47 -2.93 -0.080
H 0.63 -2.85 -3.92 0.103
N 0.53 -1.13 -2.63 -0.072
C 0.28 -0.04 -3.53 -0.130
C 1.31 0.40 -4.37 -0.211
C 1.10 1.52 -5.18 -0.019
H 1.90 1.86 -5.85 0.112
C -0.10 2.24 -5.12 -0.285
C -0.34 3.40 -6.05 -0.068
H -0.89 4.20 -5.54 0.075
H -0.95 3.08 -6.91 0.080
H 0.60 3.79 -6.43 0.071
C -1.07 1.85 -4.20 -0.018
H -1.99 2.43 -4.12 0.118
C -0.89 0.73 -3.39 -0.203
C -1.93 0.42 -2.37 -0.056
H -2.07 -0.65 -2.19 0.088
H -2.89 0.85 -2.69 0.080
H -1.69 0.89 -1.41 0.047
C 2.63 -0.30 -4.39 -0.047
H 2.58 -1.25 -4.94 0.080
H 3.00 -0.51 -3.37 0.076
H 3.37 0.35 -4.87 0.075
C -5.32 -0.59 3.97 -0.100
C -4.06 -0.43 3.20 -0.357
C -2.88 -0.98 3.68 -0.076
C -1.70 -0.82 2.98 -0.207
N -1.66 -0.20 1.77 -0.134
C -2.81 0.37 1.31 -0.202
C -4.01 0.25 1.98 -0.080
H -5.57 -1.65 4.10 0.064
H -5.22 -0.15 4.97 0.064
H -6.15 -0.10 3.45 0.061
H -2.89 -1.53 4.62 0.097
H -0.75 -1.22 3.38 0.077
H -2.72 0.95 0.38 0.071
H -4.92 0.69 1.58 0.094
```

Calculated values
- Gap between HOMO and LUMO (alpha / beta): 3.52 / 3.74 eV
- E_LUMO (alpha / beta): 0.0972 / 0.0969 Ha
- Highest occupied orbital energy (alpha / beta): -0.88 / -1.10 eV
- Relative energy (zero: lowest compared OMol25 entry of this formula, charge and spin): 0.000 eV
- E_tot: -42910.2529 eV
- Charge: -1



Record 3
This record from the OMol25 dataset describes a molecular structure, C34H41BF4N7PSi2Zr. The level of theory is ωB97M-V/def2-TZVPD.

The geometry in XYZ format:
```
91
Properties=species:S:1:pos:R:3:lowdin_charge:R:1
Zr 0.08 -0.08 -0.46 1.487
C -4.80 2.30 1.78 -0.028
N -3.70 2.10 0.85 -0.121
C -3.53 2.77 -0.33 -0.028
C -2.40 2.26 -0.90 -0.108
N -1.88 1.30 -0.08 -0.057
C -2.69 1.21 0.96 -0.447
P -2.61 -0.05 2.28 1.196
C -0.86 0.20 2.69 -0.465
N 0.13 0.36 1.82 -0.082
C 1.24 0.70 2.56 -0.152
C 0.91 0.71 3.88 -0.022
N -0.42 0.39 3.95 -0.108
C -1.20 0.28 5.17 -0.024
C -2.54 -1.47 1.16 -0.450
N -1.90 -1.47 0.00 -0.025
C -2.30 -2.59 -0.67 -0.101
C -3.19 -3.28 0.10 -0.040
N -3.34 -2.56 1.26 -0.107
C -4.10 -2.98 2.42 -0.020
H -5.35 3.18 1.47 0.093
H -4.42 2.46 2.79 0.085
H -5.47 1.44 1.78 0.090
H -4.21 3.54 -0.65 0.127
H -1.94 2.51 -1.84 0.099
H 2.18 0.94 2.10 0.079
H 1.49 0.92 4.76 0.132
H -0.52 0.33 6.02 0.095
H -1.72 -0.68 5.20 0.083
H -1.93 1.09 5.24 0.089
H -1.91 -2.84 -1.64 0.117
H -3.70 -4.21 -0.06 0.128
H -4.63 -3.90 2.18 0.094
H -4.83 -2.22 2.70 0.080
H -3.43 -3.17 3.26 0.086
C 3.69 -0.45 -1.96 -0.200
Si 2.86 0.00 -0.31 0.539
C 3.66 -1.20 0.95 -0.207
C 3.61 1.69 0.20 -0.332
C 4.97 1.84 0.48 -0.103
C 5.49 3.07 0.88 -0.098
C 4.64 4.17 0.99 -0.100
C 3.30 4.03 0.70 -0.109
C 2.76 2.79 0.31 -0.330
Si 0.93 2.59 -0.13 0.556
C 0.01 3.56 1.25 -0.212
C 0.68 3.70 -1.66 -0.208
H 4.77 -0.28 -1.87 0.025
H 3.32 0.15 -2.78 0.022
H 3.54 -1.50 -2.20 0.007
H 4.75 -1.20 0.80 0.024
H 3.30 -2.22 0.80 -0.005
H 3.49 -0.93 1.99 0.013
H 5.64 0.99 0.39 0.094
H 6.55 3.17 1.09 0.096
H 5.04 5.13 1.30 0.095
H 2.65 4.90 0.79 0.091
H 0.32 4.61 1.23 0.021
H 0.24 3.19 2.26 0.010
H -1.07 3.55 1.12 -0.001
H 1.31 4.59 -1.53 0.024
H -0.35 4.04 -1.76 0.012
H 0.97 3.22 -2.59 0.020
C -0.56 -4.54 3.35 -0.129
C 0.06 -3.31 3.54 -0.105
C 0.53 -2.58 2.45 -0.046
C 0.37 -3.03 1.13 -0.312
C -0.21 -4.30 0.98 -0.051
C -0.67 -5.03 2.06 -0.101
N 0.73 -2.25 0.04 -0.123
C 1.28 -2.93 -1.05 -0.349
C 0.90 -2.60 -2.35 -0.067
C 1.53 -3.17 -3.46 -0.076
C 2.51 -4.12 -3.29 -0.103
C 2.86 -4.50 -1.99 -0.084
C 2.27 -3.92 -0.89 -0.049
H -0.91 -5.11 4.20 0.091
H 0.23 -2.93 4.54 0.095
H 1.09 -1.67 2.63 0.076
H -0.31 -4.71 -0.02 0.116
H -1.11 -6.01 1.89 0.100
H 0.08 -1.92 -2.53 0.064
H 1.22 -2.86 -4.45 0.108
H 3.00 -4.58 -4.14 0.096
H 3.63 -5.26 -1.84 0.102
H 2.57 -4.21 0.11 0.114
F -0.29 -0.43 -4.42 0.203
B -0.52 0.42 -3.39 -1.236
F 0.68 0.56 -2.57 -0.050
F -1.39 -0.19 -2.39 0.013
F -1.00 1.65 -3.74 0.187
```

Calculated values
- Gap between HOMO and LUMO: 5.94 eV
- E_LUMO: -0.0072 Ha
- Highest occupied orbital energy: -6.13 eV
- Relative energy (zero: lowest compared OMol25 entry of this formula, charge and spin): 0.167 eV
- E_tot: -84235.0927 eV